Record 1
Density functional theory data (wB97M-V/def2-TZVPD) for a single C16H24ClN3O3S molecule.

Output
Energy: -1872.44077 a.u.
Frontier orbital gap: 0.31339 Eh
SMILES string: CCN1CCN(C(=O)CN(CC)S(=O)(=O)c2ccc(Cl)cc2)CC1
Energy relative to the best compared isomer or geometry (same formula, charge and spin): 58.0 kJ/mol
HOMO level: -8.09 eV
Multiplicity: 1

```
48
C16H24ClN3O3S | the Open Molecules 2025 dataset | wB97M-V/def2-TZVPD
C 2.4086 -3.3055 -2.2771
H 1.5751 -2.7836 -1.8125
H 2.8920 -2.6303 -2.9797
H 2.0160 -4.1517 -2.8355
C 3.4063 -3.8049 -1.2258
N 3.8396 -2.8451 -0.2284
C 2.8211 -2.5620 0.7758
C 2.9959 -1.1674 1.3711
N 2.8467 -0.1765 0.3300
C 1.8996 0.7661 0.2551
O 1.7983 1.5071 -0.7109
C 0.9906 0.9820 1.4683
N 0.1294 -0.1560 1.7093
S -0.6847 -0.7811 0.3885
O 0.2862 -1.0542 -0.6281
O -1.4561 -1.8859 0.8788
C -1.8051 0.4888 -0.1986
C -1.3274 1.5460 -0.9506
C -2.2091 2.5313 -1.3651
C -3.5513 2.4336 -1.0251
C -4.0299 1.3619 -0.2819
C -3.1435 0.3843 0.1337
H -3.4725 -0.4705 0.7036
H -5.0783 1.2975 -0.0372
Cl -4.6487 3.6599 -1.5384
H -1.8580 3.3668 -1.9494
H -0.2798 1.5950 -1.2103
C -0.5868 -0.1729 2.9680
C -1.4508 1.0563 3.2424
H -2.0032 0.9044 4.1659
H -2.1614 1.2181 2.4355
H -0.8389 1.9483 3.3537
H 0.1492 -0.2897 3.7718
H -1.2054 -1.0701 2.9324
H 1.6009 1.1508 2.3618
H 0.4137 1.8951 1.2638
C 3.5704 -0.4490 -0.9074
C 4.4930 -1.6551 -0.7362
H 5.3016 -1.3901 -0.0430
H 4.9538 -1.8900 -1.6966
H 2.8298 -0.6226 -1.6933
H 4.1482 0.4404 -1.1798
H 2.2416 -1.0206 2.1396
H 3.9906 -1.0687 1.8213
H 2.9064 -3.3129 1.5714
H 1.8070 -2.6146 0.3599
H 4.3065 -4.1761 -1.7272
H 2.9654 -4.6411 -0.6766
```

---

Record 2
Density functional theory data (wB97M-V/def2-TZVPD) for 4 unconnected molecules or ions with the total composition C10H29NO7.

Output
Energy: -979.67374 a.u.
Frontier orbital gap: 0.34923 Eh
SMILES string: COC[C@H](C)N.OCCO.OCCO.OCCO
Energy relative to the best compared isomer or geometry (same formula, charge and spin): 196.8 kJ/mol
HOMO level: -9.07 eV
Multiplicity: 1

```
47
C10H29NO7 | the Open Molecules 2025 dataset | wB97M-V/def2-TZVPD
C -0.3834 -1.8101 -7.3937
C -0.7515 -1.9528 -5.9274
C -1.6489 -3.1429 -5.5746
O -2.8131 -3.2283 -6.4368
C -3.8060 -4.1593 -6.1200
N 0.3502 -2.0638 -5.1213
H 0.4600 -1.1363 -7.5442
H -1.2252 -1.4300 -7.9725
H -0.0510 -2.7272 -7.8801
H -1.1722 -0.9869 -5.6476
H -1.8837 -2.9745 -4.5236
H -1.1883 -4.1126 -5.7632
H -4.3906 -3.6796 -5.3350
H -3.5979 -5.1824 -5.8067
H -4.5050 -4.3020 -6.9441
H 0.0959 -2.0733 -4.1439
H 0.9154 -1.2285 -5.1762
C 3.3440 -0.7155 8.3265
C 2.7528 -1.6260 7.2605
O 1.8751 -0.9657 6.3963
O 4.2812 -1.3046 9.1894
H 2.5423 -0.4845 9.0279
H 3.6851 0.2303 7.9057
H 2.1660 -2.2995 7.8851
H 3.4525 -2.2206 6.6732
H 0.9387 -1.1282 6.5319
H 3.8640 -1.8948 9.8213
C -1.5349 6.5108 0.9429
C -2.8446 5.8232 1.3583
O -2.5848 4.4861 1.7484
O -0.7504 6.7661 2.1500
H -1.6697 7.5143 0.5391
H -1.0752 5.7863 0.2707
H -3.5543 5.6809 0.5433
H -3.2355 6.3511 2.2282
H -2.0261 4.4899 2.5291
H 0.1562 6.9132 1.8706
C 2.0695 -0.8548 1.0484
C 1.1458 0.3128 0.7867
O -0.2061 -0.0900 0.5118
O 3.3968 -0.4053 1.3443
H 2.0494 -1.1894 0.0112
H 1.7765 -1.6474 1.7369
H 1.5642 1.1356 0.2069
H 0.9518 0.8935 1.6885
H -0.6808 0.7426 0.5658
H 3.7458 -0.6200 2.2125
```

---

- Which of these has the highest energy?
  C10H29NO7

---

- Which of these has the highest HOMO level?
  C16H24ClN3O3S